No. 1
Entry from the OMol25 dataset: 13 unconnected molecules or ions with the total composition C34H64Cl12N6O2 in a non-equilibrium geometry (ωB97M-V with the def2-TZVPD basis set).

```
118
Properties=species:S:1:pos:R:3
C -4.9893 12.0795 17.1255
C -6.1419 12.9626 16.6337
C -5.9531 13.5264 15.1710
C -4.8259 14.4398 15.0801
N -3.9029 15.1371 15.1222
H -4.0739 12.6760 17.2329
H -4.7410 11.2448 16.4637
H -5.2228 11.6116 18.1001
H -6.2069 13.8060 17.3293
H -7.1246 12.4809 16.6515
H -6.8469 14.0585 14.8471
H -5.7913 12.7317 14.4437
C -0.4874 17.4230 18.1716
C 0.2867 18.4982 18.8979
C 0.6484 18.0713 20.3529
C 1.6652 17.0294 20.3257
N 2.4747 16.2121 20.2930
H -0.9114 17.7884 17.2339
H -1.3431 17.1217 18.7850
H 0.1089 16.5339 17.9625
H -0.2933 19.4192 19.0016
H 1.2093 18.7312 18.3618
H -0.2556 17.7280 20.8541
H 1.0325 18.9473 20.8594
C 2.2525 12.6547 19.2862
C 2.3430 12.1745 17.8315
C 3.5889 11.2250 17.5926
C 3.4202 10.0088 18.3684
N 3.2471 8.9673 18.8838
H 2.1930 11.7845 19.9346
H 1.3242 13.2422 19.4207
H 3.1116 13.2813 19.5232
H 2.5205 13.0127 17.1297
H 1.4414 11.6768 17.4477
H 4.4452 11.8024 17.9759
H 3.7688 11.0014 16.5271
C -4.9897 13.8060 24.1508
C -3.9898 13.3723 25.2115
C -4.4121 13.8965 26.6086
C -4.3639 15.3503 26.6727
N -4.3704 16.5101 26.6531
H -4.9788 14.9040 24.1295
H -6.0196 13.4716 24.3408
H -4.6377 13.4722 23.1727
H -2.9832 13.7139 24.9325
H -3.9947 12.2777 25.2352
H -3.7735 13.5139 27.4187
H -5.4377 13.5482 26.7889
C -0.1844 15.6559 14.5265
C -0.1700 14.6875 13.3734
C -1.5702 14.3059 12.8699
C -2.2593 15.4170 12.2121
N -2.8324 16.2498 11.6765
H -0.7655 15.2204 15.3379
H -0.7031 16.5937 14.2842
H 0.8005 15.9228 14.9196
H 0.2742 13.7282 13.6736
H 0.4530 15.0354 12.5339
H -2.2095 14.0086 13.6996
H -1.4838 13.4935 12.1466
C -5.9035 8.5443 23.5083
C -4.8341 8.9545 24.5216
C -5.4195 9.1001 25.9534
C -6.3276 10.2998 26.0315
N -7.0287 11.2040 26.0791
H -5.4680 8.4301 22.5188
H -6.6868 9.3157 23.4661
H -6.3715 7.6085 23.8188
H -4.3758 9.9163 24.2350
H -4.0379 8.2210 24.5844
H -4.6360 9.2957 26.7025
H -5.9527 8.2049 26.2706
C -3.3739 10.8832 21.1120
O -1.9642 11.1338 21.1006
C -1.2985 10.4607 20.0528
C -1.5355 11.1507 18.6705
O -0.9011 12.4175 18.7387
C -1.0200 13.0496 17.4612
H -3.8509 11.4408 21.9183
H -3.5716 9.8203 21.2208
H -3.8049 11.2005 20.1534
H -1.5965 9.4109 19.9785
H -0.2205 10.5003 20.2527
H -2.6075 11.2641 18.3820
H -1.0779 10.5570 17.8623
H -0.5233 14.0290 17.4337
H -2.0827 13.2264 17.2603
H -0.6613 12.3934 16.6653
C -5.8444 7.9395 18.6195
Cl -6.2193 8.5868 17.0149
Cl -4.0979 7.9909 18.9078
H -6.3938 8.4421 19.4055
H -6.0712 6.8731 18.6005
C 1.1139 7.0462 17.1799
Cl 1.0252 5.7812 15.9106
Cl -0.5003 7.5740 17.6910
H 1.6788 6.6146 18.0089
H 1.6480 7.8708 16.7160
C -1.8094 14.6953 20.8234
Cl -3.2444 14.5769 19.8080
Cl -2.0287 15.7777 22.2282
H -1.6238 13.6945 21.2041
H -0.9792 15.0545 20.2250
C -6.5334 13.2565 20.5019
Cl -6.7528 11.5346 20.9379
Cl -7.9816 13.9386 19.7551
H -6.3115 13.7864 21.4250
H -5.6935 13.3070 19.8121
C -2.5193 10.1787 14.0981
Cl -2.9190 9.2657 15.5580
Cl -0.9324 11.0582 14.2974
H -2.4020 9.4907 13.2539
H -3.3059 10.9028 13.9230
C -0.1489 7.9792 22.6397
Cl -1.8546 7.6689 22.9142
Cl 0.4548 7.3095 21.1398
H -0.0313 9.0550 22.6819
H 0.3404 7.4952 23.4878
```

Results
net charge	0
spin multiplicity	1
electronic energy	-7335.13523	Eh

No. 2
Entry from the OMol25 dataset: a molecular structure, C27H32KN7O4S2 in a non-equilibrium geometry (ωB97M-V with the def2-TZVPD basis set).

```
73
Properties=species:S:1:pos:R:3
K 0.9151 -0.8951 0.7282
C -1.6307 -3.1506 3.6626
O -2.4837 -2.3631 2.8359
C -1.9344 -1.9532 1.6842
O -0.8816 -2.3875 1.2478
N -2.7157 -1.0063 1.0979
N -2.1530 -0.3802 -0.0386
H -2.2696 -3.5354 4.4527
H -0.8511 -2.5219 4.0927
H -1.1760 -3.9649 3.1023
H -3.1873 -0.3961 1.7710
H -1.6001 0.4324 0.2372
H -2.9125 -0.0055 -0.5941
N 1.7352 0.6162 -2.0165
C 1.9894 1.0136 -3.3060
C 3.0098 0.4105 -4.0544
C 3.2753 0.8029 -5.3563
C 2.5056 1.7971 -5.9489
C 1.4822 2.3801 -5.2044
C 1.2030 2.0381 -3.8835
C 0.1096 2.7236 -3.1084
C -0.0998 4.0824 -3.3869
C -1.1262 4.7834 -2.7707
C -1.9406 4.1129 -1.8641
C -1.7022 2.7675 -1.5899
C -0.6769 1.9943 -2.1710
H 2.0925 -0.2980 -1.7865
H 0.7480 0.8330 -1.7633
H 3.5891 -0.3792 -3.5876
H 4.0720 0.3158 -5.9084
H 2.6816 2.1006 -6.9739
H 0.8531 3.1307 -5.6719
H 0.5540 4.6049 -4.0794
H -1.2715 5.8389 -2.9768
H -2.7390 4.6458 -1.3551
H -2.3532 2.3153 -0.8399
O 2.8090 -0.5448 2.0059
N 3.4369 -1.6120 2.0169
N 3.3688 -2.3146 0.9151
O 2.6995 -1.9945 -0.1780
C 4.0538 -3.5750 0.9392
C 4.9236 -3.9348 1.9613
C 5.5497 -5.1706 1.9067
C 5.3269 -6.0399 0.8433
C 4.4664 -5.6574 -0.1730
C 3.8245 -4.4229 -0.1320
H 5.0992 -3.2527 2.7798
H 6.2289 -5.4481 2.7042
H 5.8293 -6.9987 0.8056
H 4.2897 -6.3145 -1.0161
H 3.1611 -4.0848 -0.9137
C -1.4905 -1.0806 -3.5304
S -0.1822 -2.3161 -3.2994
C -0.9318 -3.3645 -2.0435
H -1.8527 -1.0865 -4.5574
H -1.1143 -0.0962 -3.2621
H -2.3228 -1.3096 -2.8648
H -1.2173 -2.7771 -1.1767
H -0.1764 -4.0846 -1.7269
H -1.7978 -3.9117 -2.4207
C -5.7224 4.1085 5.5393
C -4.2727 3.9211 5.1756
C -3.3229 4.9030 5.4184
C -2.0355 4.5858 5.0110
N -1.7018 3.4533 4.4280
C -2.6893 2.5403 4.2148
S -2.2967 1.0392 3.4446
N -3.9746 2.7689 4.5989
H -5.8757 4.9669 6.1959
H -6.0960 3.2062 6.0233
H -6.3135 4.2561 4.6331
H -3.5673 5.8448 5.8910
H -1.2239 5.2949 5.1670
```

Results
net charge	-2
spin multiplicity	1
energy above the lowest of the compared OMol25 structures with the same formula, charge and spin	6.40	kcal per mole

No. 3
Entry from the OMol25 dataset: a molecular structure, C36H28IIrN3OP in a non-equilibrium geometry (ωB97M-V with the def2-TZVPD basis set).

```
71
Properties=species:S:1:pos:R:3
Ir 0.4024 1.2587 -0.4970
C -0.8152 0.1881 3.5076
C -0.8679 0.4115 2.0331
N 0.2200 0.5976 1.3504
N 1.4100 0.4178 2.0064
C 2.4303 0.5661 1.2004
O 2.2344 0.8502 -0.0850
C 3.7956 0.4198 1.6571
C 4.8472 0.4980 0.7368
C 6.1503 0.3707 1.1771
C 6.4080 0.1690 2.5280
C 5.3656 0.0924 3.4471
C 4.0603 0.2160 3.0180
C -2.1618 0.4446 1.3232
C -3.2670 0.8804 1.9481
C -4.6052 1.1035 1.4257
C -4.3842 0.6913 -0.9432
C -2.8707 0.5516 -1.0724
N -2.1606 -0.1318 -0.0046
H 0.0824 -0.3663 3.7682
H -1.6922 -0.3478 3.8587
H -0.7481 1.1519 4.0220
H 4.6384 0.6590 -0.3113
H 6.9679 0.4310 0.4726
H 7.4301 0.0738 2.8698
H 5.5796 -0.0577 4.4961
H 3.2430 0.1685 3.7239
H -3.1543 1.2386 2.9653
H -5.3453 1.3359 2.1878
H -4.8698 0.8477 -1.9035
H -2.6446 0.0493 -2.0095
I -1.8688 2.4534 -1.2751
C -4.9019 1.5910 0.1553
C -6.0585 2.4172 -0.1586
C -7.1916 1.8909 -0.6532
C -7.4298 0.4750 -0.6349
C -6.5626 -0.5303 -0.2734
C -7.1918 -1.7884 0.0590
C -6.5056 -2.8483 0.5312
C -5.0951 -2.7475 0.5590
C -4.4085 -1.6045 0.2401
P -2.6486 -1.7687 0.0277
C -1.8879 -2.6314 1.3663
C -0.6533 -3.2567 1.1476
C -0.0445 -3.9419 2.1846
C -0.6695 -4.0282 3.4229
C -1.9029 -3.4220 3.6390
C -2.5135 -2.7181 2.6175
C -2.2231 -2.4110 -1.5689
C -3.1155 -3.2264 -2.2663
C -2.7402 -3.7578 -3.4914
C -1.4889 -3.4719 -4.0183
C -0.5997 -2.6526 -3.3275
C -0.9596 -2.1199 -2.1031
C -5.1103 -0.3565 -0.0900
H -5.9618 3.4798 0.0463
H -8.0189 2.5425 -0.9012
H -8.4631 0.1827 -0.7857
H -8.2684 -1.8350 -0.0480
H -6.9947 -3.7675 0.8188
H -4.5282 -3.6472 0.7831
H -0.1789 -3.2293 0.1754
H 0.9071 -4.4285 2.0204
H -0.1991 -4.5844 4.2232
H -2.3878 -3.5062 4.6022
H -3.4736 -2.2478 2.7895
H -4.0948 -3.4558 -1.8653
H -3.4258 -4.3940 -4.0341
H -1.2016 -3.8883 -4.9746
H 0.3748 -2.4373 -3.7446
H -0.2631 -1.4842 -1.5648
```

Results
net charge	+3
spin multiplicity	2
energy above the lowest of the compared OMol25 structures with the same formula, charge and spin	118.44	kcal per mole

No. 4
Entry from the OMol25 dataset: 2 unconnected molecules or ions with the total composition C2H6S2 in a non-equilibrium geometry (ωB97M-V with the def2-TZVPD basis set).

```
10
Properties=species:S:1:pos:R:3
C -3.5526 -0.4435 0.6521
S -3.4680 -1.3676 -0.6500
H -4.2702 -0.5658 1.4720
H -2.8403 0.3908 0.7982
C 2.1818 0.7542 -0.4368
S 2.1962 -1.0397 -0.7305
H 2.6523 1.2336 -1.2392
H 2.8052 1.1408 0.3611
H 1.2274 1.2700 -0.4172
H 3.0682 -1.3728 0.1903
```

Results
net charge	0
spin multiplicity	1
SMILES	C=S.CS
energy above the lowest of the compared OMol25 structures with the same formula, charge and spin	39.35	kcal per mole

Question: Among the records above, which one has the lowest net charge?
Answer: C27H32KN7O4S2